{
  "formula": "C38H52O36",
  "method": "ωB97M-V/def2-TZVPD",
  "symbols": ["C", "C", "O", "C", "O", "O", "H", "H", "H", "H", "C", "C", "O", "C", "O", "O", "H", "H", "H", "H", "C", "C", "O", "C", "O", "O", "H", "H", "H", "H", "C", "C", "O", "C", "O", "O", "H", "H", "H", "H", "C", "C", "O", "C", "O", "O", "H", "H", "H", "H", "C", "C", "O", "C", "O", "O", "H", "H", "H", "H", "C", "C", "O", "C", "O", "O", "H", "H", "H", "H", "C", "C", "O", "C", "O", "O", "H", "H", "H", "H", "C", "C", "O", "C", "O", "O", "H", "H", "H", "H", "C", "C", "O", "C", "O", "O", "H", "H", "H", "H", "C", "C", "C", "O", "C", "O", "O", "H", "H", "H", "H", "H", "H", "C", "C", "C", "O", "C", "O", "O", "H", "H", "H", "H", "H", "H"],
  "positions_angstrom": [[-12.943, -21.062, 14.229], [-13.399, -22.207, 15.118], [-14.272, -21.425, 15.867], [-13.896, -20.154, 15.935], [-14.439, -19.309, 16.602], [-12.890, -19.989, 15.122], [-13.676, -20.870, 13.446], [-12.024, -21.197, 13.659], [-12.719, -22.645, 15.848], [-13.866, -22.967, 14.490], [-14.072, -21.259, 19.794], [-12.996, -21.088, 20.793], [-11.962, -20.910, 19.854], [-12.200, -21.445, 18.740], [-11.320, -21.691, 17.908], [-13.402, -21.805, 18.680], [-14.636, -20.381, 19.481], [-14.868, -21.927, 20.122], [-13.091, -21.997, 21.386], [-13.213, -20.291, 21.504], [-17.364, -19.232, 15.245], [-17.672, -19.636, 16.627], [-18.051, -18.357, 17.164], [-18.045, -17.328, 16.298], [-18.548, -16.232, 16.404], [-17.467, -17.760, 15.199], [-18.070, -19.725, 14.577], [-16.432, -19.672, 14.892], [-16.762, -19.940, 17.143], [-18.456, -20.376, 16.790], [-20.010, -16.418, 20.317], [-20.825, -16.846, 19.152], [-22.056, -17.091, 19.790], [-22.103, -16.302, 20.943], [-23.168, -15.994, 21.554], [-20.909, -15.748, 21.253], [-19.328, -15.701, 19.859], [-19.374, -17.166, 20.791], [-20.509, -17.816, 18.769], [-20.895, -16.164, 18.305], [-9.800, -14.660, 18.700], [-8.789, -14.106, 17.659], [-9.192, -14.685, 16.418], [-10.299, -15.386, 16.585], [-10.856, -15.851, 15.683], [-10.752, -15.288, 17.896], [-10.300, -13.841, 19.217], [-9.339, -15.405, 19.348], [-7.766, -14.346, 17.949], [-8.988, -13.040, 17.775], [-8.992, -19.242, 17.972], [-10.023, -19.101, 16.891], [-9.086, -18.610, 15.880], [-7.986, -18.098, 16.359], [-7.131, -17.480, 15.795], [-7.938, -18.338, 17.699], [-8.515, -20.219, 17.899], [-9.276, -19.223, 19.025], [-10.842, -18.431, 17.150], [-10.328, -20.025, 16.398], [-16.688, -12.042, 16.718], [-17.197, -13.432, 16.390], [-16.033, -14.219, 16.199], [-14.968, -13.468, 16.286], [-13.800, -13.856, 16.153], [-15.327, -12.194, 16.596], [-17.107, -11.534, 17.587], [-16.955, -11.447, 15.845], [-17.905, -13.413, 15.561], [-17.762, -13.601, 17.307], [-20.677, -11.915, 21.096], [-19.263, -12.317, 21.253], [-18.645, -11.833, 20.133], [-19.405, -10.879, 19.555], [-19.091, -10.346, 18.474], [-20.625, -10.887, 20.130], [-21.119, -11.471, 21.988], [-21.281, -12.758, 20.761], [-19.155, -13.401, 21.284], [-18.757, -11.851, 22.098], [-15.857, -15.734, 13.349], [-14.543, -16.081, 13.974], [-14.219, -17.320, 13.323], [-15.293, -17.753, 12.620], [-15.340, -18.767, 11.940], [-16.309, -16.852, 12.701], [-15.631, -15.023, 12.554], [-16.505, -15.290, 14.105], [-14.682, -16.238, 15.043], [-13.717, -15.384, 13.832], [-15.360, -12.495, 19.839], [-15.519, -12.442, 21.343], [-14.143, -12.570, 21.782], [-13.358, -12.904, 20.741], [-12.111, -13.082, 20.872], [-14.062, -12.987, 19.640], [-15.429, -11.471, 19.471], [-16.127, -13.131, 19.398], [-16.107, -13.265, 21.748], [-15.864, -11.442, 21.605], [-13.650, -16.734, 18.782], [-15.182, -16.908, 18.645], [-15.654, -17.871, 19.720], [-16.498, -17.077, 20.556], [-16.578, -15.899, 20.143], [-17.277, -15.009, 20.662], [-15.769, -15.743, 19.091], [-13.258, -17.697, 18.453], [-13.266, -16.442, 19.759], [-13.314, -16.027, 18.024], [-15.497, -17.179, 17.638], [-14.813, -18.243, 20.306], [-16.199, -18.699, 19.267], [-11.976, -16.672, 25.295], [-13.314, -16.174, 24.653], [-13.104, -15.660, 23.259], [-13.544, -16.776, 22.469], [-14.179, -17.694, 23.187], [-14.756, -18.656, 22.724], [-14.029, -17.414, 24.468], [-12.252, -17.127, 26.247], [-11.380, -15.804, 25.578], [-11.524, -17.422, 24.646], [-13.894, -15.461, 25.239], [-12.054, -15.430, 23.082], [-13.675, -14.786, 22.945]],
  "forces_ev_per_a": [[1.478, -1.504, -1.708], [0.956, 0.311, -1.110], [-3.245, -0.520, 1.979], [-0.674, 0.187, 0.493], [0.287, -0.367, 0.108], [1.190, 1.735, -0.487], [-0.448, 0.124, 0.179], [0.340, 0.155, 0.624], [0.559, -0.005, -0.490], [-0.462, 0.031, 0.480], [-3.466, 0.086, -0.041], [-2.141, 0.011, 0.158], [3.578, 2.624, 5.034], [4.682, -1.995, -3.807], [-1.761, 0.752, 0.893], [-4.140, -1.594, -1.430], [0.552, 0.410, -0.119], [0.242, -0.365, -0.093], [1.690, -0.423, -0.053], [0.693, 0.514, -0.481], [-0.143, -0.648, -2.179], [0.789, 1.104, 1.380], [-1.337, 0.646, 2.528], [-0.914, -0.142, -0.443], [0.859, -1.292, 0.806], [0.984, -1.738, -1.669], [-0.462, 0.864, -0.349], [0.452, 1.041, 0.137], [-0.092, -0.090, 0.150], [-0.119, 0.286, -0.219], [2.387, 1.788, -0.761], [-0.206, -1.811, 0.136], [-1.495, 1.225, 1.966], [-4.951, 1.702, 1.330], [4.447, -1.785, -2.495], [-0.017, -1.775, -1.584], [0.218, 0.378, 0.874], [-0.569, -0.170, 0.259], [0.296, 0.136, -0.157], [-0.180, 0.330, 0.300], [0.769, 0.043, -0.305], [-0.578, 0.178, 1.586], [1.721, 1.016, 1.020], [-0.069, 1.991, 2.088], [-1.927, -2.080, -1.674], [-0.592, -1.288, -1.609], [0.165, -0.319, 0.396], [-0.122, 0.160, 0.319], [-0.024, -0.030, -0.552], [0.554, 0.237, -1.252], [0.709, -2.307, 1.629], [1.571, -0.077, -0.786], [-1.687, 0.453, -1.854], [1.203, 1.088, 1.154], [-0.484, -0.455, -0.225], [-0.352, 0.691, 0.089], [-0.225, -0.395, -0.197], [-0.379, 0.719, -0.179], [0.098, 0.309, -0.593], [-0.490, 0.057, 0.904], [-1.264, 0.806, -2.965], [-1.697, 0.963, 1.692], [-1.505, -1.186, -0.238], [3.999, 0.438, 0.470], [-3.426, 1.121, 0.213], [2.960, -0.137, 0.740], [0.618, -0.383, 0.353], [-0.302, 0.700, 0.256], [0.483, -0.538, -0.181], [0.043, -1.734, -0.160], [-1.356, 0.117, 0.871], [0.630, -1.210, 2.104], [1.413, 1.205, -2.081], [0.017, -0.345, -4.163], [-0.894, -0.923, 3.836], [0.546, 1.157, -0.955], [-0.009, -0.313, 0.047], [-0.224, 0.237, -0.237], [0.189, 0.084, 0.159], [-0.201, -0.204, 0.421], [0.974, 2.961, -0.214], [0.462, -0.666, 0.912], [-0.489, -0.705, -0.422], [0.141, -0.939, -1.221], [0.111, 1.656, 1.653], [-0.348, -2.383, -0.326], [-0.427, 0.590, 0.065], [-0.476, -0.433, -0.392], [0.371, -0.291, 0.033], [-0.238, -0.018, -0.068], [-1.309, 0.560, 0.171], [0.592, 0.162, 0.033], [-0.064, -0.017, 0.333], [4.398, -0.260, 1.534], [-4.657, 0.390, -0.731], [0.749, -0.600, -1.221], [0.108, -0.150, -0.478], [0.352, -0.037, -0.224], [-0.002, 0.229, 0.076], [-0.183, -0.330, 0.489], [-0.568, -0.347, -1.899], [2.254, -0.735, 1.359], [0.277, -1.093, -0.467], [-0.505, -4.156, 1.809], [-0.975, 4.476, -0.324], [1.743, -1.596, -1.315], [-1.624, 3.529, -0.449], [0.421, -0.121, 0.247], [-0.463, -0.133, 0.083], [0.120, 0.188, 0.138], [0.088, 0.209, 0.036], [-0.314, 0.026, 0.183], [-0.335, 0.003, 0.431], [-1.683, 1.149, 0.700], [1.526, -1.011, 0.732], [-0.012, 0.044, -0.695], [0.335, 0.362, -1.634], [-0.316, -0.871, -0.452], [0.778, 0.969, 0.523], [-1.252, 0.150, 0.886], [0.091, -0.292, -0.063], [0.493, -0.180, -0.469], [0.263, 0.370, 0.020], [0.048, -0.419, 0.343], [-0.032, -0.249, -0.301], [-0.165, -0.051, 0.297]],
  "lowdin_charge": [-0.11, -0.10, 0.05, -0.60, 0.14, 0.10, 0.14, 0.15, 0.13, 0.14, -0.11, -0.08, 0.13, -0.68, 0.12, 0.13, 0.11, 0.15, 0.14, 0.13, -0.07, -0.10, 0.03, -0.57, 0.14, 0.09, 0.14, 0.12, 0.11, 0.14, -0.12, -0.15, 0.05, -0.46, 0.08, 0.07, 0.11, 0.14, 0.13, 0.14, -0.14, -0.09, 0.09, -0.60, 0.20, 0.03, 0.11, 0.13, 0.13, 0.12, -0.15, -0.07, 0.07, -0.61, 0.15, 0.05, 0.13, 0.13, 0.13, 0.12, -0.16, -0.11, 0.07, -0.53, 0.12, 0.07, 0.11, 0.13, 0.14, 0.12, -0.11, -0.17, 0.05, -0.48, 0.10, 0.08, 0.14, 0.14, 0.12, 0.14, -0.17, -0.10, 0.07, -0.53, 0.11, 0.07, 0.14, 0.12, 0.11, 0.14, -0.13, -0.08, 0.05, -0.53, 0.07, 0.10, 0.14, 0.11, 0.11, 0.13, 0.02, -0.30, -0.06, 0.14, -0.58, 0.07, 0.09, 0.07, 0.09, 0.08, 0.14, 0.11, 0.12, -0.01, -0.26, -0.07, 0.06, -0.57, 0.12, 0.09, 0.08, 0.09, 0.10, 0.16, 0.14, 0.12],
  "max_force_ev_per_a": 6.71,
  "lumo_ev": 0.11,
  "e_tot_ha": -4187.8303,
  "smiles": "C[C@H]1COC(=O)O1.C[C@H]1COC(=O)O1.O=C1OCCO1.O=C1OCCO1.O=C1OCCO1.O=C1OCCO1.O=C1OCCO1.O=C1OCCO1.O=C1OCCO1.O=C1OCCO1.O=C1OCCO1.O=C1OCCO1",
  "homo_energy_ev": -10.396,
  "de_lowest_ev": 3.487,
  "gap_ev": 10.503
}